Record 1
Entry from the Open Molecules 2025 dataset: a gas-phase ion, C10H14NO3 (charge +1) (ωB97M-V/def2-TZVPD).

**F_max**: 6.4 eV/Å
**Orbital gap**: 9.772 eV
**DFT total energy**: -18220.903 eV
**Highest occupied orbital energy**: -0.4804 Ha
**Energy relative to the best compared isomer or geometry (same formula, charge and spin)**: 9.00 kcal/mol
**LUMO level**: -3.3 eV
**Net charge**: +1

Geometry as XYZ:
```
28
Properties=species:S:1:pos:R:3:forces:R:3
C -3.243 -1.309 0.273 1.39 1.47 -1.18
C -2.321 -2.305 0.589 1.60 -0.95 0.62
C -2.808 -0.047 -0.079 5.38 -2.76 2.04
C -0.922 -2.009 0.604 -1.69 0.17 -0.47
C -1.396 0.243 0.028 -3.98 3.83 -1.86
C -0.511 -0.700 0.255 2.48 -2.73 1.50
C -0.995 1.720 -0.267 -0.21 -1.34 1.95
C 0.968 -0.446 0.269 1.33 0.09 -1.00
C 1.064 -0.331 -2.094 -0.50 0.69 0.55
C 3.045 -0.628 1.419 0.86 0.02 -1.41
N 0.339 1.909 0.216 2.00 2.53 0.98
O -1.958 2.615 0.179 -0.78 0.07 2.58
O 1.718 -0.402 -0.811 -1.28 0.04 1.81
O 1.625 -0.568 1.366 -2.44 0.02 -0.25
H -4.266 -1.251 0.075 -1.85 -1.77 0.58
H -2.618 -3.331 0.891 0.07 0.88 -0.38
H -3.444 0.714 -0.148 -2.55 2.95 -0.86
H -0.154 -2.748 0.816 -0.41 -0.10 0.11
H -0.971 1.910 -1.281 0.05 0.06 -2.44
H 1.575 -1.119 -2.581 -0.44 -0.91 -1.15
H 1.347 0.600 -2.536 0.33 0.64 -0.26
H -0.041 -0.311 -1.986 0.89 -0.74 -0.35
H 3.179 -0.589 2.490 0.73 -0.08 0.05
H 3.443 0.327 0.890 -0.22 -2.05 0.81
H 3.309 -1.666 0.974 0.20 2.10 0.63
H 0.827 2.790 -0.248 -1.43 -2.37 1.42
H 0.343 2.061 1.273 0.03 -0.13 -1.88
H -2.159 2.456 1.165 0.45 0.36 -2.15
```
Positions in Å, forces in eV/Å.

Record 2
Entry from the Open Molecules 2025 dataset: a molecular structure, C10H14NO3P (ωB97M-V/def2-TZVPD).

**F_max**: 4.6 eV/Å
**Orbital gap**: 8.631 eV
**DFT total energy**: -27513.850 eV
**Highest occupied orbital energy**: -0.3377 Ha
**Energy relative to the best compared isomer or geometry (same formula, charge and spin)**: 55.12 kcal/mol
**LUMO level**: -0.6 eV
**Net charge**: 0

Geometry as XYZ:
```
29
Properties=species:S:1:pos:R:3:forces:R:3
C 1.411 -1.850 -0.118 0.37 -0.16 0.15
C -0.132 -1.653 -0.152 -0.25 -0.37 -0.02
C 1.714 -0.019 -1.643 0.22 0.08 -0.17
C 0.182 0.165 -1.731 -0.05 -0.08 -0.08
C 1.944 -0.435 -0.173 0.34 0.03 -0.07
C -0.258 -0.183 -0.311 -4.12 2.06 0.43
C 0.855 0.346 0.601 0.05 0.03 0.21
C 1.041 1.858 0.601 -0.06 -0.21 -0.13
C 0.703 -0.141 2.039 0.02 0.03 -0.11
C -2.076 0.461 0.055 4.07 -1.85 0.58
N -2.788 0.346 -1.130 -1.26 1.30 -2.31
O 2.004 -2.888 -0.102 -0.07 -0.07 0.01
O -0.992 -2.481 -0.047 0.45 -0.20 -0.25
O -3.538 1.274 -1.434 1.07 -0.95 0.73
P -2.833 -0.909 1.062 -0.15 0.26 1.19
H 2.079 -0.782 -2.330 0.04 0.05 -0.02
H 2.246 0.906 -1.863 0.00 -0.04 -0.01
H -0.097 1.185 -1.982 -0.04 0.03 -0.01
H -0.282 -0.499 -2.457 -0.03 0.06 -0.06
H 2.972 -0.327 0.167 0.00 -0.07 0.08
H 1.883 2.122 1.239 0.06 0.03 0.01
H 0.152 2.340 1.003 -0.03 0.08 0.03
H 1.226 2.258 -0.391 0.00 0.09 -0.10
H -0.172 0.316 2.498 -0.03 -0.01 0.09
H 1.582 0.121 2.628 0.02 0.01 0.02
H 0.579 -1.223 2.084 -0.04 -0.08 0.18
H -1.975 1.428 0.548 -0.27 0.04 -0.12
H -4.004 -0.174 1.346 -0.20 0.19 0.03
H -3.427 -1.564 -0.008 -0.12 -0.27 -0.28
```
Positions in Å, forces in eV/Å.

Record 3
Entry from the Open Molecules 2025 dataset: a molecular structure, C10H14NS2 (ωB97M-V/def2-TZVPD).

**F_max**: 4.8 eV/Å
**Orbital gap**: 9.973 eV
**DFT total energy**: -33748.320 eV
**Highest occupied orbital energy**: -0.4789 Ha
**Energy relative to the best compared isomer or geometry (same formula, charge and spin)**: 62.75 kcal/mol
**LUMO level**: -3.1 eV
**Net charge**: +1

Geometry as XYZ:
```
27
Properties=species:S:1:pos:R:3:forces:R:3
C 3.481 0.676 0.045 -2.40 0.48 1.19
C 2.794 1.791 0.522 1.27 2.40 0.38
C 2.695 -0.404 -0.337 2.90 -0.97 -1.98
C 1.380 1.974 0.432 1.57 -0.47 0.24
C 1.357 -0.276 -0.479 -2.21 -1.09 0.50
C 0.726 0.866 -0.002 -4.26 -1.34 -1.83
C 0.419 -1.427 -0.952 1.36 1.03 1.37
C -1.181 0.479 -0.323 2.47 1.19 1.54
C -3.128 -0.771 0.746 -0.52 0.44 0.38
C -1.878 0.025 1.035 2.79 1.13 1.08
N -0.940 -0.718 -1.183 -0.19 -3.81 -1.80
S 0.283 -2.786 0.254 0.22 0.14 0.15
S -2.169 1.640 -1.253 -0.53 -0.67 -0.87
H 4.537 0.623 0.060 0.84 -0.03 0.06
H 3.451 2.652 0.933 -1.41 -1.37 -0.81
H 3.284 -1.248 -0.775 -0.99 0.33 0.58
H 0.927 2.926 0.650 -0.13 0.00 0.30
H 0.793 -1.907 -1.877 -0.64 0.49 0.24
H -2.992 -1.342 -0.143 -0.42 -0.63 -0.70
H -4.016 -0.153 0.607 0.35 0.47 -0.40
H -3.513 -1.461 1.465 0.55 -0.56 0.93
H -0.918 -0.423 1.485 -2.07 -0.53 -0.01
H -2.062 0.882 1.807 0.26 -1.08 -2.01
H -0.874 -0.616 -2.255 -0.87 0.88 2.02
H -1.674 -1.554 -1.001 1.71 2.53 -0.48
H 0.797 -2.151 1.344 -0.30 -0.08 -0.52
H -1.581 2.703 -0.807 0.63 1.08 0.45
```
Positions in Å, forces in eV/Å.

Q: Which value of energy relative to the best compared isomer or geometry (same formula, charge and spin) does entry 3 give?
A: 62.75 kcal/mol

Q: What is the highest occupied orbital energy in the first record?
A: -0.4804 Ha

Q: The highest LUMO level belongs to which entry?
A: C10H14NO3P

Repeat the first record exactly.
Entry from the Open Molecules 2025 dataset: a gas-phase ion, C10H14NO3 (charge +1) (ωB97M-V/def2-TZVPD).

**F_max**: 6.4 eV/Å
**Orbital gap**: 9.772 eV
**DFT total energy**: -18220.903 eV
**Highest occupied orbital energy**: -0.4804 Ha
**Energy relative to the best compared isomer or geometry (same formula, charge and spin)**: 9.00 kcal/mol
**LUMO level**: -3.3 eV
**Net charge**: +1

Geometry as XYZ:
```
28
Properties=species:S:1:pos:R:3:forces:R:3
C -3.243 -1.309 0.273 1.39 1.47 -1.18
C -2.321 -2.305 0.589 1.60 -0.95 0.62
C -2.808 -0.047 -0.079 5.38 -2.76 2.04
C -0.922 -2.009 0.604 -1.69 0.17 -0.47
C -1.396 0.243 0.028 -3.98 3.83 -1.86
C -0.511 -0.700 0.255 2.48 -2.73 1.50
C -0.995 1.720 -0.267 -0.21 -1.34 1.95
C 0.968 -0.446 0.269 1.33 0.09 -1.00
C 1.064 -0.331 -2.094 -0.50 0.69 0.55
C 3.045 -0.628 1.419 0.86 0.02 -1.41
N 0.339 1.909 0.216 2.00 2.53 0.98
O -1.958 2.615 0.179 -0.78 0.07 2.58
O 1.718 -0.402 -0.811 -1.28 0.04 1.81
O 1.625 -0.568 1.366 -2.44 0.02 -0.25
H -4.266 -1.251 0.075 -1.85 -1.77 0.58
H -2.618 -3.331 0.891 0.07 0.88 -0.38
H -3.444 0.714 -0.148 -2.55 2.95 -0.86
H -0.154 -2.748 0.816 -0.41 -0.10 0.11
H -0.971 1.910 -1.281 0.05 0.06 -2.44
H 1.575 -1.119 -2.581 -0.44 -0.91 -1.15
H 1.347 0.600 -2.536 0.33 0.64 -0.26
H -0.041 -0.311 -1.986 0.89 -0.74 -0.35
H 3.179 -0.589 2.490 0.73 -0.08 0.05
H 3.443 0.327 0.890 -0.22 -2.05 0.81
H 3.309 -1.666 0.974 0.20 2.10 0.63
H 0.827 2.790 -0.248 -1.43 -2.37 1.42
H 0.343 2.061 1.273 0.03 -0.13 -1.88
H -2.159 2.456 1.165 0.45 0.36 -2.15
```
Positions in Å, forces in eV/Å.